{
  "formula": "C32H40ClFMoNO6P",
  "method": "wB97M-V/def2-TZVPD",
  "total_charge": 2,
  "homo_energy_ev": [-13.579, -13.578],
  "spin_multiplicity": 1,
  "homo_lumo_gap_ha": [0.233, 0.225],
  "symbols": ["Mo", "C", "C", "C", "C", "C", "C", "C", "F", "C", "C", "C", "O", "C", "C", "N", "C", "C", "O", "O", "H", "H", "H", "H", "H", "H", "H", "H", "H", "H", "H", "C", "C", "C", "C", "Cl", "C", "C", "C", "O", "C", "C", "O", "O", "H", "H", "H", "H", "H", "H", "H", "H", "C", "C", "C", "P", "C", "C", "C", "C", "C", "C", "H", "H", "H", "H", "H", "H", "H", "H", "H", "H", "H", "H", "H", "H", "H", "H", "H", "H", "H", "H", "H"],
  "positions_angstrom": [[0.579771, 1.475376, -0.405235], [-3.434360, -1.952688, 5.092505], [-2.136352, -1.226174, 5.446026], [-1.247397, -2.031636, 6.387880], [-0.744675, -3.303211, 5.715780], [-0.163851, -3.005301, 4.372010], [0.732202, -3.885274, 3.796185], [1.277370, -3.626072, 2.540831], [2.156000, -4.477141, 2.023312], [0.944291, -2.497033, 1.830499], [0.056257, -1.578324, 2.403424], [-0.240796, -0.349246, 1.726065], [0.288331, -0.093247, 0.562869], [-1.097058, 0.572035, 2.367837], [-1.670174, 0.220070, 3.581602], [-1.406501, -0.917858, 4.209407], [-0.522246, -1.832512, 3.676575], [-1.414954, 1.927758, 1.797894], [-2.181250, 2.684755, 2.335327], [-0.832523, 2.182037, 0.643831], [-3.953504, -2.223864, 6.007106], [-3.229356, -2.857074, 4.526702], [-4.094182, -1.319491, 4.503715], [-2.385980, -0.270103, 5.917623], [-1.817813, -2.286517, 7.279791], [-0.400959, -1.413653, 6.691154], [-1.565302, -4.015666, 5.593407], [0.002460, -3.788320, 6.346320], [1.031367, -4.779336, 4.321980], [1.371301, -2.318586, 0.853558], [-2.338865, 0.926623, 4.058912], [6.562061, -0.379006, -1.714728], [5.121637, -0.750451, -1.751670], [4.688996, -1.943148, -2.294927], [3.344728, -2.309553, -2.271160], [2.831827, -3.805280, -2.944417], [2.410384, -1.459587, -1.703536], [2.831719, -0.236435, -1.190699], [4.168045, 0.135665, -1.193065], [4.690294, 1.282633, -0.679415], [3.902740, 2.274106, -0.088758], [3.032305, 3.049168, -1.121099], [3.452554, 3.872761, -1.873178], [1.775235, 2.629231, -1.077824], [7.155173, -1.071571, -2.302131], [6.918922, -0.395519, -0.684751], [6.705624, 0.633053, -2.086162], [5.411310, -2.610048, -2.736984], [1.366155, -1.742903, -1.668128], [2.035711, 0.432048, -0.753227], [4.620388, 2.973661, 0.354164], [3.242696, 1.863373, 0.714753], [-1.227041, 1.912093, -4.949832], [-0.340444, 1.736228, -3.717747], [0.692578, 0.632068, -3.945344], [-1.210655, 1.405453, -2.106202], [-2.031745, -0.270741, -2.057615], [-2.802455, -0.683108, -3.309716], [-2.930812, -0.310172, -0.819397], [-2.431088, 2.759162, -1.726912], [-3.690069, 2.783362, -2.591480], [-1.678776, 4.090323, -1.782285], [-0.579608, 2.072846, -5.810397], [-1.875187, 2.779251, -4.871720], [-1.829654, 1.032317, -5.152979], [0.192325, 2.684724, -3.536364], [0.220032, -0.343725, -4.035753], [1.427907, 0.606718, -3.135340], [1.230738, 0.822369, -4.871487], [-1.198562, -0.978660, -1.910932], [-3.537935, 0.061013, -3.601128], [-3.334288, -1.609098, -3.094989], [-2.136859, -0.877420, -4.146083], [-3.818947, 0.296646, -0.971478], [-2.407166, 0.056183, 0.068700], [-3.252685, -1.331192, -0.621919], [-2.730197, 2.573566, -0.685183], [-3.463870, 2.827247, -3.651090], [-4.260192, 3.675484, -2.337848], [-4.330422, 1.923885, -2.409287], [-1.491251, 4.392687, -2.810103], [-0.722268, 4.035021, -1.237239], [-2.281158, 4.862949, -1.308801]],
  "atomic_forces_ev_per_a": [[-2.1, 0.6, -0.4], [0.2, 0.1, 0.0], [-0.7, -0.3, 0.8], [0.1, 0.0, -0.1], [-0.2, 0.0, 0.3], [0.1, -0.3, -0.1], [-0.2, 0.3, 0.0], [-0.1, 0.5, -0.4], [-0.1, 0.0, 0.1], [0.2, -0.4, 0.1], [-0.1, 0.2, -0.2], [-1.3, 0.2, 2.0], [0.5, -1.1, 0.1], [0.7, -0.4, -0.8], [0.2, -0.1, 0.2], [0.1, 0.7, -0.6], [0.5, -0.2, -0.6], [-0.7, -0.2, 1.1], [0.4, -0.3, -0.3], [0.0, 0.6, 0.0], [-0.1, 0.0, 0.1], [0.0, -0.1, -0.1], [0.0, 0.1, -0.1], [0.2, -0.1, -0.1], [0.0, 0.1, 0.0], [0.0, 0.0, 0.1], [0.0, 0.0, 0.0], [0.0, 0.0, -0.1], [0.0, -0.1, 0.1], [0.1, 0.0, 0.0], [-0.1, -0.1, 0.0], [0.1, 0.1, 0.1], [-0.5, 0.2, 0.2], [-0.2, 0.0, 0.1], [-0.2, 0.4, 0.3], [0.0, -0.1, 0.0], [0.1, -0.3, -0.1], [-0.5, 0.3, 0.1], [-0.1, -0.2, -0.1], [0.1, 0.0, -0.1], [-0.3, 0.3, 0.3], [3.2, 0.5, 0.0], [-0.8, -0.6, 0.4], [-1.2, 0.9, -0.7], [0.1, 0.0, 0.0], [0.1, 0.0, 0.0], [0.1, 0.0, -0.1], [0.1, -0.1, -0.1], [0.0, 0.0, -0.1], [2.0, -1.3, -0.4], [-0.3, -0.1, -0.1], [0.4, 0.1, -0.3], [-0.1, 0.1, 0.1], [0.1, 0.0, 0.2], [0.1, 0.2, 0.2], [-0.3, 0.1, -0.7], [0.4, 0.1, 0.2], [0.2, 0.1, 0.0], [0.2, 0.1, 0.1], [0.2, -0.3, 0.2], [0.1, -0.2, 0.0], [0.3, -0.2, 0.2], [0.1, 0.0, 0.0], [0.0, 0.0, 0.0], [-0.1, 0.0, 0.0], [-0.1, -0.2, 0.0], [0.0, -0.1, 0.0], [-0.1, -0.1, -0.3], [0.0, 0.0, -0.1], [-0.2, 0.2, 0.0], [-0.1, 0.1, -0.1], [0.0, 0.0, 0.0], [0.0, 0.0, -0.1], [-0.1, 0.1, 0.1], [-0.2, -0.1, 0.0], [0.0, -0.1, 0.0], [0.1, 0.0, -0.3], [-0.1, 0.0, -0.1], [0.0, 0.0, 0.0], [-0.1, 0.0, 0.0], [0.1, 0.0, -0.1], [-0.3, 0.2, -0.2], [0.0, 0.0, 0.0]]
}

=====

{
  "formula": "C10H13NO2PS",
  "method": "wB97M-V/def2-TZVPD",
  "total_charge": -1,
  "homo_energy_ev": -4.718,
  "de_lowest_kcal_mol": 201.2,
  "spin_multiplicity": 1,
  "smiles": "O=C([O-])[C@@H](NCCc1ccccc1)[PH2]=S",
  "homo_lumo_gap_ha": 0.274,
  "symbols": ["O", "C", "O", "C", "N", "C", "C", "C", "C", "C", "C", "C", "C", "P", "S", "H", "H", "H", "H", "H", "H", "H", "H", "H", "H", "H", "H", "H"],
  "positions_angstrom": [[4.237968, -0.509395, 0.814116], [3.428291, -0.921375, -0.200941], [3.094836, -2.353104, -0.257629], [2.901693, 0.250265, -1.219616], [1.661669, -0.097241, -2.013267], [0.533687, -0.617441, -1.149941], [-0.948071, 0.064783, -1.515615], [-1.820214, -0.046457, -0.093508], [-2.048730, 1.274783, 0.867781], [-2.883052, 1.033526, 2.271430], [-3.420678, -0.472959, 2.633561], [-3.209588, -1.805779, 1.669094], [-2.382071, -1.575608, 0.270435], [2.781057, 1.945971, -0.290077], [1.091669, 2.868939, -0.571437], [3.772727, 0.407713, -2.020697], [1.952873, -0.820621, -2.723812], [0.705467, -0.346330, -0.000490], [0.468706, -1.798396, -1.312003], [-0.851419, 1.173709, -1.876615], [-1.536450, -0.529327, -2.334393], [-1.598724, 2.308457, 0.533292], [-3.018806, 1.984605, 2.978095], [-3.986143, -0.614919, 3.651464], [-3.571551, -2.889279, 1.929273], [-2.166143, -2.446352, -0.492678], [2.930943, 1.742412, 1.148257], [3.880056, 2.789417, -0.694078]],
  "atomic_forces_ev_per_a": [[-3.7, -0.7, -5.1], [2.2, -4.7, 4.8], [1.0, 7.8, -1.0], [1.1, -1.4, -1.1], [0.7, -0.4, 0.9], [-0.8, -0.4, 0.2], [-0.4, -0.3, 1.3], [-1.4, -0.3, 1.7], [-1.6, -4.7, 1.0], [1.1, -2.9, -2.9], [1.5, 0.5, -2.5], [2.2, 4.3, -1.9], [-0.9, 3.5, 3.0], [-0.2, -0.8, 0.7], [-0.3, 0.4, -0.3], [-1.7, -0.3, 1.8], [-0.5, 1.0, 1.4], [-0.1, -0.8, -2.6], [0.0, 2.6, 0.8], [0.0, -2.1, 0.9], [1.2, 1.0, 1.5], [-1.0, -2.4, 0.8], [0.1, -2.6, -1.5], [1.2, 0.3, -2.2], [0.7, 2.5, -0.3], [-0.5, 2.0, 1.8], [0.4, -0.1, -1.4], [-0.3, -0.9, 0.3]]
}